FOPS | wB97M-V/def2-TZVPD

ORCA input file:
```
! RIJCOSX wB97M-V def2-TZVPD def2/J DEFGRID3
* xyz 0 1
S -0.78398 -0.75550 0.44741
P 0.55416 0.61408 -0.62624
F 0.04354 -2.23095 0.49977
O 0.11272 1.96104 -0.34491
*
```

Computed properties:
SMILES	O=PSF
energy relative to the best compared isomer or geometry (same formula, charge and spin)	43.79	kcal/mol
orbital gap	8.934	eV
total energy	-24888.3184	eV